A 2-piece molecular cluster, C9H11O2 overall at a distorted geometry, computed with ωB97M-V with the def2-TZVPD basis set.

CARTESIAN COORDINATES (ANGSTROEM)
C 0.34 2.44 2.26
C -0.65 0.16 -0.58
C -0.03 1.12 0.10
C -1.65 -0.68 0.10
C -0.39 1.42 1.43
C -1.99 -0.42 1.45
C -1.29 0.60 2.12
H -0.46 -0.27 -1.62
H 0.91 1.42 -0.56
H -2.12 -1.56 -0.51
H -2.85 -0.79 1.86
H 1.08 2.89 1.51
H 1.01 1.94 3.00
H -1.59 0.74 3.09
H -0.35 3.21 2.83
C 1.45 -1.24 -2.82
C 1.52 -2.37 -1.77
O 2.23 -3.34 -1.85
O 0.75 -2.03 -0.84
H 0.67 -1.62 -3.49
H 2.35 -1.19 -3.28
H 1.06 -0.43 -2.42

The calculation puts the HOMO-LUMO gap at 7.19 eV. Its spin multiplicity is 1. The charge is -1. The calculation puts the HOMO energy at -3.7475 eV. Its molar mass is 151.2 g mol⁻¹. The electronic energy is -499.99680 Eh. The calculation puts the LUMO energy at 3.44 eV. For the energy relative to the best compared isomer or geometry (same formula, charge and spin), the calculation gives 251.4 kJ/mol. The largest force on an atom comes out at 5.954 eV/A.